# C44H36Cl3FeNO2S2

A structure of composition C44H36Cl3FeNO2S2 at a distorted geometry (the ωB97M-V functional and the def2-TZVPD basis, the Open Molecules 2025 dataset).

Last column: Mulliken spin population.
Geometry (Å):
C1 3.009 -0.890 1.060  -0.041
C2 -5.148 1.702 2.909  0.000
H1 3.171 2.257 -0.208  -0.004
C3 -6.166 2.074 -2.833  0.000
H2 -1.438 2.233 3.971  0.001
C4 -5.682 -3.709 1.335  0.000
H3 2.196 3.307 3.257  0.000
H4 2.575 -1.354 3.105  0.001
C5 -5.953 3.950 -1.364  0.000
H5 -7.549 4.077 -4.170  0.000
Fe1 0.667 0.254 0.113  3.804
H6 -8.014 4.928 -2.692  0.000
H7 -4.367 3.825 0.079  0.000
H8 -6.675 1.577 -3.646  0.000
H9 3.194 -1.918 0.780  -0.007
H10 1.727 3.691 1.593  0.000
C6 -4.810 2.696 3.870  0.000
C7 -4.116 0.879 2.389  -0.002
C8 -2.817 1.102 2.789  -0.002
C9 2.648 1.784 1.821  -0.006
C10 -6.137 -2.761 3.489  0.000
C11 -1.380 -1.234 3.181  0.026
H11 -0.557 -2.009 6.356  0.000
C12 0.499 0.200 -2.654  0.068
C13 2.676 -0.568 2.372  0.009
H12 -8.649 3.312 -3.037  0.000
C14 -4.458 -2.400 -0.341  0.000
H13 -4.488 -3.252 -1.006  0.000
H14 -4.746 0.503 -2.579  0.000
S1 -3.015 1.370 -0.385  0.008
H15 -1.804 -2.642 1.627  -0.004
C15 -5.517 -1.593 3.140  0.000
C16 -1.307 -3.608 3.478  -0.002
Cl1 1.602 -1.486 -5.349  0.069
H16 -5.452 -0.782 3.850  0.000
C17 -7.121 3.386 3.963  0.000
C18 -1.526 -2.514 2.665  -0.012
C19 -6.227 -3.827 2.581  0.000
C20 -6.612 3.325 -2.417  0.000
H17 -0.296 -0.191 -3.318  -0.001
O1 -0.276 0.862 2.054  0.039
H18 -6.565 -2.868 4.473  0.000
C21 -4.874 3.345 -0.745  0.000
H19 -1.400 -4.606 3.079  0.000
C22 2.046 -1.733 -2.686  0.660
C23 -0.948 -3.443 4.814  -0.001
C24 -4.338 -0.226 1.431  -0.001
C25 3.199 0.133 0.129  0.090
C26 2.484 3.216 2.214  0.000
N1 1.240 -1.005 -2.134  0.063
H20 -7.897 4.020 4.365  0.000
H21 1.220 0.777 -3.266  -0.006
H22 2.315 0.994 3.784  -0.001
S2 -1.563 0.091 1.962  -0.016
H23 -6.284 4.918 -1.022  0.000
H24 -1.630 -5.173 5.851  0.000
C27 -0.695 -4.649 5.657  0.000
H25 -3.234 3.588 5.027  0.000
C28 -5.828 3.527 4.382  0.000
C29 -2.477 2.085 3.721  0.004
C30 2.525 0.755 2.753  0.004
H26 -6.745 0.846 1.750  0.000
C31 -7.774 3.956 -3.112  0.000
C32 2.724 -1.889 -3.956  0.071
H27 -8.481 2.306 2.695  0.000
O2 0.021 0.898 -1.625  0.129
C33 -3.816 -0.147 0.156  0.002
C34 -1.024 -1.046 4.505  0.000
C35 -7.453 2.411 3.009  0.000
C36 -5.042 -2.517 0.937  0.000
H28 -0.241 -4.385 6.607  0.000
H29 3.420 3.751 2.061  0.001
C37 -5.085 1.465 -2.231  0.000
H30 -3.383 -1.147 -1.693  0.001
Cl2 3.333 -3.532 -4.211  0.011
H31 -5.567 4.280 5.110  0.000
C38 -0.822 -2.151 5.317  0.001
C39 -6.491 1.591 2.488  0.000
H32 -0.037 -5.340 5.134  0.000
H33 3.565 -0.103 -0.860  0.015
C40 -3.467 2.847 4.277  0.000
C41 -4.440 2.105 -1.182  0.000
C42 2.982 1.460 0.500  0.013
C43 -3.853 -1.238 -0.725  0.002
Cl3 4.091 -0.738 -3.969  0.014
H34 -6.727 -4.737 2.876  0.000
H35 -5.730 -4.527 0.632  0.000
C44 -4.974 -1.426 1.847  0.000
H36 -0.889 -0.050 4.900  0.000

Summary:
LUMO (alpha / beta) (Ha): -0.0905 / -0.1250
Total charge: +1
Spin multiplicity: 6
Electronic energy (eV): -145414.8960
E_HOMO (alpha / beta) (Eh): -0.3763 / -0.3763



# C3HF

A cluster of 2 separate species, C3HF in total at a distorted geometry (the ωB97M-V functional and the def2-TZVPD basis, the Open Molecules 2025 dataset).

Last column: Mulliken charge in e.
Geometry (Å):
C1 0.997 -0.256 0.372  0.091
F1 1.155 -1.464 -0.061  -0.074
C2 -0.797 0.952 -0.780  -0.358
H1 0.600 -0.300 1.395  0.190
C3 -1.955 1.069 -0.926  0.151

Summary:
LUMO (alpha / beta) (Ha): -0.1302 / -0.1337
Spin multiplicity: 1
Energy above the lowest of the compared OMol25 structures with the same formula, charge and spin (eV): 6.878
Electronic energy (eV): -5832.2831
E_HOMO (alpha / beta) (Eh): -0.3722 / -0.3648



# C4H6ClF

An isolated molecule of C4H6ClF at a distorted geometry (the ωB97M-V functional and the def2-TZVPD basis, the Open Molecules 2025 dataset).

Last column: Mulliken charge in e.
Geometry (Å):
H1 2.230 0.226 -0.715  0.272
C1 -0.505 0.463 0.770  -0.385
H2 1.204 0.248 1.715  0.262
F1 -2.205 1.393 -0.262  -0.257
C2 0.774 0.033 0.687  -0.103
H3 -1.015 0.107 -1.444  0.304
H4 2.044 -1.517 -0.388  0.301
Cl1 -2.415 -1.108 0.170  -0.186
H5 0.848 -0.593 -1.301  0.191
C3 -1.389 0.289 -0.370  0.216
C4 1.546 -0.538 -0.445  -0.892
H6 -1.117 0.999 1.582  0.277

Summary:
LUMO (Ha): 0.0355
SMILES: C/C=C\[C@H](F)Cl
Spin multiplicity: 1
Energy above the lowest of the compared OMol25 structures with the same formula, charge and spin (eV): 1.055
Electronic energy (eV): -19483.6868
E_HOMO (Eh): -0.3548